No. 1
Formula: C5H5CsO6
Source: OMol25
Level of theory: ωB97M-V/def2-TZVPD

Last column: Löwdin charge in e.
Geometry (Å):
Cs (-1.61, -3.90, 2.45)  0.956
O (-3.38, 4.06, -0.56)  0.192
O (-2.65, 2.30, -1.73)  0.091
O (-2.18, 2.44, 0.41)  0.127
O (2.31, -2.74, 1.36)  0.032
O (5.35, -2.06, 0.09)  0.108
O (-2.13, 0.19, 0.76)  0.137
C (-1.99, 1.08, -1.48)  -0.030
C (4.48, -1.90, 0.90)  -0.200
C (-2.76, 3.05, -0.63)  -0.561
C (-1.65, 1.18, 0.05)  -0.417
C (3.02, -2.21, 0.54)  -0.184
H (2.80, -2.25, -0.55)  0.133
H (-1.08, 1.01, -2.08)  0.140
H (-2.66, 0.24, -1.68)  0.140
H (-0.52, 1.19, 0.20)  0.203
H (4.66, -1.67, 1.97)  0.135

- Strongest force on any atom: 2.0 eV/A
- Net charge: +1
- Energy above the lowest of the compared OMol25 structures with the same formula, charge and spin: 0.00 kcal per mole
- 2S+1: 2
- HOMO-LUMO gap (alpha / beta): 9.004 / 7.415 eV
- Highest occupied orbital energy (alpha / beta): -12.97 / -12.97 eV
- <S²>: 0.755
- E: -18090.030 eV

No. 2
Formula: C5H5F3O2
Source: OMol25
Level of theory: ωB97M-V/def2-TZVPD

Last column: Löwdin charge in e.
Geometry (Å):
F (3.19, -2.05, -1.60)  0.146
F (3.76, -0.65, -0.07)  0.144
F (2.72, -2.46, 0.46)  0.149
O (-1.75, 1.72, 0.08)  -0.038
O (-2.26, 0.63, 2.67)  -0.071
C (-1.20, 0.10, -0.86)  -0.048
C (-0.65, 1.44, -0.48)  -0.198
C (2.79, -1.49, -0.45)  -0.650
C (0.46, -0.22, -0.71)  0.022
C (1.51, -0.80, -0.60)  0.122
H (-3.00, 1.11, 3.05)  0.032
H (-1.66, -0.57, -0.12)  0.126
H (-2.11, 1.04, 1.80)  -0.020
H (-1.57, 0.12, -1.89)  0.127
H (-0.25, 2.09, -1.28)  0.158

- Strongest force on any atom: 10.4 eV/A
- Energy above the lowest of the compared OMol25 structures with the same formula, charge and spin: 129.88 kcal per mole
- 2S+1: 1
- HOMO-LUMO gap (alpha / beta): 7.782 / 7.786 eV
- Highest occupied orbital energy (alpha / beta): -9.28 / -9.28 eV
- E: -17506.674 eV

No. 3
Formula: C5H5F3O3
Source: OMol25
Level of theory: ωB97M-V/def2-TZVPD

Last column: Löwdin charge in e.
Geometry (Å):
F (2.98, 1.14, -0.48)  0.246
F (1.76, 0.25, 1.07)  0.113
F (1.06, 1.99, -0.09)  0.142
O (-1.71, -1.78, 0.15)  0.045
O (1.92, -0.08, -2.31)  0.149
O (-0.95, 0.33, 0.77)  -0.116
C (-0.01, -0.84, -1.13)  0.059
C (-1.90, 0.28, 1.87)  -0.071
C (1.79, 0.86, -0.18)  -0.560
C (-0.91, -0.81, -0.01)  -0.436
C (1.10, -0.07, -1.31)  -0.189
H (-0.25, -1.51, -1.94)  0.128
H (-3.04, 0.23, 1.54)  0.114
H (-1.69, -0.68, 2.53)  0.123
H (1.46, -0.71, -2.84)  0.112
H (-1.62, 1.38, 2.36)  0.143

- Strongest force on any atom: 5.1 eV/A
- Energy above the lowest of the compared OMol25 structures with the same formula, charge and spin: 0.00 kcal per mole
- 2S+1: 1
- HOMO-LUMO gap: 10.286 eV
- Highest occupied orbital energy: -10.01 eV
- E: -19559.285 eV
- SMILES: COC(=O)/C=C(/O)C(F)(F)F

No. 4
Formula: C5H5F5O2S
Source: OMol25
Level of theory: ωB97M-V/def2-TZVPD

Last column: Löwdin charge in e.
Geometry (Å):
S (1.04, -0.37, -1.18)  0.932
F (2.37, -2.05, -2.79)  0.059
F (-1.72, -0.80, 0.86)  0.104
F (0.78, -2.87, -1.59)  -0.033
F (0.29, 1.42, 2.66)  -0.025
F (-2.30, 1.32, 0.15)  0.021
O (2.08, 0.52, -0.88)  -0.315
O (0.43, -0.82, 0.32)  -0.160
C (-0.25, 0.18, 2.40)  -0.071
C (-0.58, -0.11, 0.90)  -0.493
C (1.85, -2.00, -1.59)  -0.329
C (-0.94, 1.17, 0.01)  -0.277
C (-0.50, 0.79, -1.37)  -0.142
H (0.46, -0.43, 2.86)  0.115
H (-1.36, 0.24, -1.98)  0.152
H (-1.20, 0.06, 3.02)  0.157
H (-0.48, 2.17, 0.23)  0.175
H (0.03, 1.60, -2.03)  0.131

- Strongest force on any atom: 4.2 eV/A
- Energy above the lowest of the compared OMol25 structures with the same formula, charge and spin: 21.40 kcal per mole
- 2S+1: 1
- HOMO-LUMO gap (alpha / beta): 8.649 / 8.649 eV
- Highest occupied orbital energy (alpha / beta): -9.34 / -9.34 eV
- E: -33778.626 eV
- SMILES: O=[S@]1(=C(F)F)C[C@@H](F)[C@](F)(CF)O1

No. 5
Formula: C5H5F5O3S
Source: OMol25
Level of theory: ωB97M-V/def2-TZVPD

Last column: Löwdin charge in e.
Geometry (Å):
S (1.76, -2.14, -0.55)  1.075
F (1.61, 2.10, 0.99)  0.209
F (0.89, -1.59, 1.99)  0.088
F (0.81, 2.10, -1.02)  0.198
F (2.74, 1.29, -0.63)  0.151
F (2.78, -0.52, 1.50)  0.133
O (-0.42, 0.10, 0.52)  0.000
O (0.81, -3.20, -0.33)  -0.408
O (1.07, -0.73, -1.13)  -0.238
C (1.65, -1.00, 0.99)  -0.460
C (-1.43, 0.73, -0.27)  -0.193
C (1.49, 1.44, -0.13)  -0.583
C (-2.66, -0.13, -0.31)  -0.056
C (0.84, 0.00, 0.12)  -0.411
H (-2.83, -0.86, -1.02)  0.040
H (-0.96, 0.98, -1.22)  0.118
H (-3.75, 0.42, -0.39)  0.139
H (-1.64, 1.66, 0.26)  0.131
H (-2.77, -0.66, 0.62)  0.070

- Strongest force on any atom: 4.0 eV/A
- Energy above the lowest of the compared OMol25 structures with the same formula, charge and spin: 0.00 kcal per mole
- 2S+1: 1
- HOMO-LUMO gap: 10.492 eV
- Highest occupied orbital energy: -10.23 eV
- E: -35829.045 eV

No. 6
Formula: C5H5FIN
Source: OMol25
Level of theory: ωB97M-V/def2-TZVPD

Last column: Löwdin charge in e.
Geometry (Å):
I (0.11, -2.16, -2.68)  0.761
F (0.14, -0.98, 4.27)  0.102
N (0.05, 0.62, 0.84)  0.043
C (-0.10, 0.03, -0.45)  -0.461
C (0.09, -0.36, 3.13)  -0.078
C (0.24, 0.00, 1.98)  -0.090
C (-0.09, -1.25, -0.72)  -0.536
C (-0.06, 0.99, -1.54)  -0.100
H (0.20, 1.56, 0.76)  0.098
H (0.63, 0.55, -2.32)  0.039
H (0.22, 2.03, -1.23)  0.101
H (-0.44, -1.92, 0.05)  0.034
H (-1.00, 0.89, -2.10)  0.087

- Strongest force on any atom: 3.5 eV/A
- Energy above the lowest of the compared OMol25 structures with the same formula, charge and spin: 76.44 kcal per mole
- 2S+1: 1
- HOMO-LUMO gap: 8.542 eV
- Highest occupied orbital energy: -8.18 eV
- E: -17569.918 eV
- SMILES: C/C(=C\I)NC#CF

No. 7
Formula: C5H5FN2
Source: OMol25
Level of theory: ωB97M-V/def2-TZVPD

Last column: Löwdin charge in e.
Geometry (Å):
F (-0.25, 1.99, -0.46)  0.093
N (-1.43, 0.37, 0.36)  0.120
N (-1.63, -0.94, 0.49)  0.021
C (0.60, -1.41, -0.01)  -0.001
C (2.16, 0.61, -0.38)  -0.034
C (-0.27, 0.73, -0.02)  -0.371
C (0.88, -0.02, -0.05)  -0.210
C (-0.67, -1.77, 0.32)  -0.205
H (1.36, -2.21, 0.05)  0.129
H (1.87, 1.36, -1.19)  0.110
H (2.35, 1.06, 0.56)  0.076
H (-1.12, -2.81, 0.47)  0.138
H (3.01, -0.11, -0.76)  0.133

- Strongest force on any atom: 3.9 eV/A
- Energy above the lowest of the compared OMol25 structures with the same formula, charge and spin: 32.26 kcal per mole
- 2S+1: 1
- HOMO-LUMO gap: 9.932 eV
- Highest occupied orbital energy: -9.69 eV
- E: -10961.728 eV
- SMILES: Cc1ccnnc1F

No. 8
Formula: C5H5FN2O
Source: OMol25
Level of theory: ωB97M-V/def2-TZVPD

Last column: Löwdin charge in e.
Geometry (Å):
F (1.54, -1.98, 0.05)  -0.012
O (2.04, 1.98, -0.18)  0.051
N (-0.99, 0.28, 1.28)  0.107
N (-0.77, -0.54, -0.77)  0.101
C (1.02, -1.00, 0.84)  -0.083
C (-0.23, -0.46, 0.49)  -0.390
C (-2.04, 0.67, 0.53)  -0.156
C (-1.92, 0.18, -0.75)  -0.095
C (2.42, 0.87, -0.28)  -0.058
H (-0.39, -1.05, -1.54)  0.156
H (1.41, -1.00, 1.84)  0.112
H (-2.82, 1.28, 0.94)  0.094
H (3.27, 0.46, -0.82)  0.069
H (-2.55, 0.29, -1.61)  0.102

- Strongest force on any atom: 2.1 eV/A
- Energy above the lowest of the compared OMol25 structures with the same formula, charge and spin: 83.48 kcal per mole
- 2S+1: 1
- HOMO-LUMO gap (alpha / beta): 7.788 / 7.588 eV
- Highest occupied orbital energy (alpha / beta): -7.81 / -7.29 eV
- E: -13007.770 eV